1.
ORCA calculation (ωB97M-V/def2-TZVPD) on 3 unconnected molecules or ions with the total composition C4H16NO2 in a non-equilibrium geometry.

Last column: natural (NBO) charge in e.
Geometry (Å):
C  1.1061  2.0112  0.7381  -0.633
C  0.6684  0.5474  0.5466  0.115
C  1.8935  -0.5174  0.9893  -0.305
C  1.4355  -1.9049  1.1230  -0.621
N  0.2329  0.2911  -0.8523  -0.748
H  0.8363  2.3046  1.7509  0.282
H  2.1935  2.0809  0.6838  0.267
H  0.6090  2.5912  -0.0365  0.274
H  -0.2134  0.2862  1.1326  0.252
H  2.1235  -0.1162  1.9780  0.294
H  2.5745  -0.3776  0.1453  0.283
H  1.6319  -2.5401  0.2516  0.299
H  0.3066  -2.0782  1.1663  0.372
H  1.6190  -2.3043  2.1373  0.351
H  -0.1611  -0.6528  -0.9658  0.449
H  1.0150  0.2901  -1.5167  0.440
H  -0.5815  0.9605  -1.2457  0.498
H  -2.4204  1.8631  -1.7566  0.534
H  -1.3811  2.2813  -2.8563  0.542
O  -1.4794  1.8165  -2.0100  -0.949
H  -3.0896  -1.9650  0.9124  0.480
H  -3.6060  -2.3571  -0.4649  0.499
O  -2.7871  -2.1902  0.0197  -0.976

For the energy above the lowest of the compared OMol25 structures with the same formula, charge and spin, the calculation gives 71.9 kJ/mol. As for the molar mass: 110.18 g mol⁻¹. The multiplicity is 2. The value obtained for the gap between HOMO and LUMO (spin up / spin down) is 11.117 / 3.822 eV. The largest force on an atom comes out at 0.0511 hartree/bohr. Its net charge is +2. The highest occupied orbital energy (spin up / spin down) is -17.942 / -17.939 eV.

2.
ORCA calculation (ωB97M-V/def2-TZVPD) on a single C4H6N2O molecule in a non-equilibrium geometry.

Last column: natural (NBO) charge in e.
Geometry (Å):
H  2.8160  -1.2304  0.0548  0.365
N  1.8003  -1.1632  0.0309  -0.654
C  1.4416  0.0458  0.1240  0.475
C  2.3548  1.1731  0.0744  0.188
N  3.0295  1.9487  -0.4514  -0.244
O  0.1961  0.4996  0.0568  -0.472
C  -0.8091  -0.4969  -0.1561  -0.076
C  -2.1225  0.2360  -0.2931  -0.626
H  -0.5483  -1.0720  -1.0511  0.196
H  -0.7842  -1.1744  0.7016  0.192
H  -2.1235  0.8777  -1.1798  0.218
H  -2.9364  -0.4880  -0.3825  0.220
H  -2.3018  0.8606  0.5864  0.218

For the energy above the lowest of the compared OMol25 structures with the same formula, charge and spin, the calculation gives 160.7 kJ/mol. Its structure (SMILES) is [H]/N=C(\C#N)OCC. As for the molar mass: 98.10 g mol⁻¹. The value obtained for the gap between HOMO and LUMO is 11.440 eV. The largest force on an atom comes out at 0.0299 hartree/bohr. The highest occupied orbital energy is -10.942 eV.

3.
ORCA calculation (ωB97M-V/def2-TZVPD) on 2 unconnected molecules or ions with the total composition C7H12.

Last column: natural (NBO) charge in e.
Geometry (Å):
C  0.6016  -0.7276  1.6111  -0.399
C  -0.5025  -0.0089  1.5359  0.022
C  -1.1653  1.2695  1.2487  -0.449
C  -1.9262  0.0981  1.8718  -0.455
H  1.5408  -0.3924  1.1723  0.200
H  0.5925  -1.6952  2.1053  0.199
H  -1.4116  1.5617  0.2299  0.220
H  -0.9022  2.1006  1.9018  0.222
H  -2.6301  -0.4304  1.2280  0.220
H  -2.2253  0.1555  2.9153  0.220
C  -0.4438  -0.4430  -1.4973  -0.394
C  0.6375  0.2911  -1.7341  -0.179
C  2.0072  -0.2905  -1.9446  -0.654
H  -1.4327  -0.0006  -1.4188  0.192
H  -0.3816  -1.5208  -1.3666  0.193
H  0.5502  1.3753  -1.8113  0.193
H  2.1558  -0.4961  -3.0118  0.222
H  2.1286  -1.2352  -1.4034  0.214
H  2.8071  0.3887  -1.6321  0.213

For the energy above the lowest of the compared OMol25 structures with the same formula, charge and spin, the calculation gives 266.7 kJ/mol. Its structure (SMILES) is C=C1CC1.C=CC. As for the molar mass: 96.17 g mol⁻¹. The value obtained for the gap between HOMO and LUMO is 10.191 eV. The largest force on an atom comes out at 0.0057 hartree/bohr. The highest occupied orbital energy is -9.018 eV.